{"formula": "C2H8N3", "method": "ωB97M-V with the def2-TZVPD basis set", "homo_lumo_gap_ha": 0.324, "relative_energy_kcal_mol": 124.8, "energy_ev": -6663.217, "homo_ev": -13.80, "charge": 1, "symbols": ["H", "C", "H", "H", "H", "N", "N", "H", "C", "N", "H", "H", "H"], "coordinates": [[-0.692, -2.295, 1.207], [-1.096, 0.050, -0.749], [3.253, -0.043, -0.738], [0.913, -0.339, -1.426], [-2.361, 0.920, 0.628], [-0.067, 0.502, -0.027], [1.107, 0.174, -0.568], [2.604, 0.888, 0.771], [2.335, 0.291, -0.185], [-2.254, 0.428, -0.313], [-0.524, -1.609, 1.078], [-0.056, 1.023, 0.878], [-3.162, 0.009, -0.556]]}

---

{"formula": "C27H23NOS4SbSe4W", "method": "ωB97M-V with the def2-TZVPD basis set", "homo_lumo_gap_ha": 0.198, "relative_energy_kcal_mol": 33.3, "energy_ev": -344974.518, "homo_ev": -15.85, "charge": 3, "symbols": ["S", "S", "H", "H", "C", "S", "H", "S", "H", "C", "C", "C", "H", "H", "C", "H", "H", "C", "Sb", "H", "C", "C", "C", "O", "C", "H", "H", "H", "H", "C", "C", "Se", "H", "H", "C", "C", "C", "C", "H", "H", "H", "C", "Se", "C", "C", "C", "H", "W", "H", "C", "C", "H", "H", "C", "C", "C", "C", "C", "Se", "Se", "H", "N"], "coordinates": [[-0.850, -0.917, 2.371], [0.537, -2.565, 0.182], [-2.935, -1.922, -2.145], [0.642, -1.225, 4.861], [0.961, 3.619, -0.930], [2.346, -0.083, -0.573], [3.095, -0.303, -2.771], [-2.261, -0.993, -0.098], [1.785, -0.477, -4.846], [-2.216, -2.712, 0.274], [2.367, -3.311, 2.078], [2.265, -2.547, 4.356], [-4.346, -5.229, 1.005], [-2.476, -0.578, -4.463], [-2.769, 2.862, -0.347], [-3.020, 3.477, 0.519], [2.032, 6.808, -0.697], [-1.001, -4.735, 0.759], [2.749, 3.119, 3.234], [-0.466, -0.328, -5.922], [-2.209, -5.392, 0.969], [-2.547, -0.942, -1.862], [-3.411, -4.715, 0.831], [-0.814, 1.545, -0.423], [-0.405, 3.832, -0.640], [-1.938, 5.324, -0.277], [-0.066, -5.270, 0.866], [2.852, -3.882, 1.296], [-3.179, 3.361, -1.227], [-1.290, 2.731, -0.475], [0.974, -0.583, -2.876], [5.180, 2.984, 2.760], [2.517, -1.866, -2.191], [-2.206, -6.437, 1.247], [-0.365, -0.425, -4.849], [1.222, -2.577, 1.812], [-3.421, -3.367, 0.488], [0.577, -1.827, 2.806], [2.868, 4.543, -1.205], [2.684, -2.530, 5.353], [-3.230, 1.886, -0.224], [-1.323, -0.650, -2.670], [1.337, 1.286, 1.779], [-1.481, -0.542, -4.039], [-1.011, -3.394, 0.419], [2.887, -3.297, 3.367], [1.315, 2.627, -1.172], [0.145, -0.043, 0.295], [-3.338, -0.215, -2.053], [0.881, -0.488, -4.253], [1.115, -1.809, 4.082], [3.772, -3.874, 3.597], [-0.372, 7.216, -0.326], [2.289, -0.797, -2.228], [1.341, 5.973, -0.704], [-0.887, 5.143, -0.455], [1.824, 4.690, -0.964], [-0.011, 6.209, -0.477], [1.516, 5.043, 3.596], [4.243, 1.994, 4.849], [-4.359, -2.833, 0.405], [-0.113, -0.590, -2.074]]}

---

{"formula": "C69H184O23", "method": "ωB97M-V with the def2-TZVPD basis set", "homo_lumo_gap_ha": 0.358, "relative_energy_kcal_mol": 0.0, "energy_ev": -121631.403, "homo_ev": -9.60, "symbols": ["H", "O", "H", "H", "H", "C", "H", "C", "H", "C", "H", "H", "H", "H", "H", "H", "H", "H", "H", "C", "H", "H", "C", "C", "H", "C", "C", "H", "H", "H", "H", "C", "C", "H", "C", "C", "O", "H", "H", "H", "H", "H", "C", "C", "H", "H", "O", "H", "H", "H", "H", "H", "C", "C", "H", "H", "H", "C", "H", "H", "H", "C", "H", "O", "H", "H", "H", "H", "H", "H", "H", "H", "H", "H", "C", "C", "H", "H", "H", "H", "H", "C", "H", "H", "H", "O", "H", "H", "H", "C", "H", "H", "H", "H", "H", "H", "H", "H", "H", "H", "H", "C", "H", "C", "H", "C", "H", "H", "H", "H", "C", "C", "C", "H", "H", "H", "H", "O", "H", "C", "H", "C", "C", "H", "H", "C", "O", "H", "H", "H", "H", "H", "C", "H", "H", "H", "C", "H", "H", "H", "C", "H", "H", "H", "H", "C", "H", "H", "H", "H", "H", "O", "H", "H", "H", "C", "O", "C", "H", "H", "H", "H", "H", "C", "H", "C", "O", "H", "C", "H", "H", "H", "O", "C", "H", "H", "C", "O", "H", "C", "H", "H", "H", "H", "H", "H", "H", "O", "H", "H", "H", "H", "C", "H", "H", "H", "O", "O", "H", "C", "O", "O", "H", "C", "H", "C", "H", "H", "H", "O", "H", "H", "H", "C", "H", "H", "H", "H", "H", "H", "C", "H", "H", "H", "C", "H", "H", "C", "H", "H", "H", "H", "H", "C", "C", "C", "H", "H", "H", "C", "O", "H", "H", "C", "C", "H", "C", "C", "H", "C", "C", "C", "C", "C", "H", "O", "H", "H", "O", "C", "H", "O", "H", "H", "C", "C", "H", "H", "H", "O", "C", "H", "H", "H", "H", "H"], "coordinates": [[7.530, 5.345, 1.046], [1.176, 4.990, 0.591], [3.394, 2.372, -1.365], [5.073, 3.762, -2.747], [-0.873, 0.021, 7.258], [-4.701, 3.379, 0.646], [4.505, -7.429, -2.449], [2.515, 6.995, 0.346], [8.117, 1.569, 1.472], [3.332, -0.809, 5.708], [3.217, 0.629, -1.649], [-4.733, -0.751, -7.570], [5.751, -5.646, 3.069], [5.467, -3.826, -2.564], [2.954, 7.754, -0.308], [-5.767, 3.424, 0.829], [2.055, -1.669, 4.195], [1.273, 1.635, 0.352], [2.143, 0.115, 4.193], [-4.439, 0.988, 1.410], [4.300, 0.398, 7.133], [-3.583, 5.295, 2.798], [-0.170, 0.187, -0.096], [-0.921, 1.446, 5.931], [-3.533, -5.195, 0.130], [-5.666, -1.497, 4.247], [4.932, -2.226, 1.434], [3.290, 4.919, -1.199], [1.787, -3.425, -6.043], [-4.336, 2.504, -6.263], [4.995, 4.249, 3.399], [3.442, 0.483, 6.481], [6.858, 4.625, 0.548], [5.996, -2.457, 1.457], [-3.971, 2.412, 1.561], [1.965, -2.967, -5.054], [-6.598, 0.629, 4.910], [3.889, -4.401, 4.503], [0.096, -5.789, -5.082], [4.762, -5.604, 1.638], [1.220, -0.748, 5.487], [1.643, -0.950, -6.643], [3.758, -6.247, 3.394], [-2.551, 3.031, -2.505], [-1.476, 3.376, 6.545], [-3.783, 0.333, 1.990], [3.236, 3.334, 1.652], [-1.033, -5.031, 1.385], [-4.696, -0.417, -3.998], [0.512, 2.014, -1.184], [3.802, -3.227, -2.686], [-0.774, 6.126, 3.241], [-1.547, 2.373, 6.955], [2.618, 3.750, -6.988], [3.898, 2.117, 3.214], [2.181, -4.969, 4.267], [-4.543, 0.741, 6.640], [-2.949, -2.496, -4.365], [-4.139, -0.061, -2.271], [2.538, 0.669, 7.072], [5.334, -7.141, 2.206], [-3.561, 1.775, -5.971], [-1.007, 2.386, 7.914], [-2.604, 2.486, 1.242], [-2.596, 2.103, 7.086], [4.384, -3.976, -1.151], [-1.595, 6.301, -2.776], [5.794, 1.706, 1.575], [-6.276, -2.069, 4.975], [-2.607, 2.298, -5.836], [-4.016, 1.653, -8.778], [5.094, -0.314, 3.054], [4.154, 3.115, 1.435], [2.809, 1.795, -2.950], [1.380, -1.088, -3.510], [4.905, 1.600, -2.690], [-2.743, -6.136, -4.166], [1.437, -2.653, -0.182], [0.964, -1.729, -2.741], [-1.201, 0.656, 3.946], [-2.220, -0.636, -3.842], [4.980, -6.159, 2.532], [2.427, -0.931, -3.364], [-0.554, 4.875, -2.731], [-0.682, -7.942, -4.277], [1.763, -0.632, -5.749], [1.326, 3.801, 3.556], [3.402, 6.461, 0.759], [2.165, 1.722, -7.559], [-4.793, -0.239, 6.219], [-2.070, 0.797, -0.055], [1.905, 7.415, 1.156], [3.674, 3.544, -7.042], [1.358, 2.080, 3.102], [-0.632, -1.947, 4.530], [4.473, -2.447, 2.388], [-0.609, -1.349, 1.301], [-3.200, -3.011, 1.137], [1.735, 4.536, -1.877], [-2.320, 1.710, -8.441], [0.828, -0.364, 1.794], [-0.977, -5.635, -5.228], [-1.159, 7.220, 0.891], [-1.543, 1.497, 4.573], [5.887, -6.319, -2.607], [1.613, 6.021, -0.356], [-9.262, 3.254, -1.242], [-1.329, 2.435, 4.064], [4.473, -2.798, 0.635], [-6.235, 1.259, -1.045], [-1.098, -5.932, -2.752], [-1.598, 5.899, 2.547], [-0.891, -4.091, 4.337], [4.037, -6.818, 4.271], [2.443, 4.496, -6.205], [-1.938, -1.187, -1.616], [0.520, -3.813, -1.198], [-2.279, -1.918, -2.162], [-4.478, 0.650, 0.382], [8.064, 2.468, 0.828], [-2.625, 1.415, 4.674], [-5.393, -0.132, 4.834], [-2.673, 4.506, -2.814], [6.250, 2.880, -3.750], [0.356, -3.832, 6.075], [-3.526, 0.642, -6.947], [-8.249, 1.725, 0.713], [-3.547, 4.923, -2.293], [-5.500, -0.737, 6.913], [-6.920, 0.602, 4.015], [7.118, 4.496, -0.501], [-3.511, 4.049, -4.518], [3.341, -0.302, 1.026], [-3.739, -1.839, -0.039], [-5.446, 0.894, 1.845], [-7.186, 0.412, -2.225], [1.208, -1.641, -4.875], [2.450, -5.830, 1.096], [-3.797, 1.376, -4.994], [1.747, -3.657, -4.229], [-0.146, -5.502, 0.930], [0.148, 1.625, 5.890], [-1.337, -4.425, 6.359], [-3.524, 2.524, -2.619], [0.171, -1.726, -5.135], [0.347, 1.589, -0.186], [-3.115, 0.179, -9.018], [0.143, 1.568, -6.111], [2.503, 6.073, -2.364], [3.664, 1.282, 5.782], [-4.740, -2.034, 4.018], [2.708, -6.942, 2.699], [1.211, -4.167, 1.774], [2.310, 1.020, -5.410], [3.010, -7.824, 2.496], [0.517, 2.544, -6.457], [-1.224, 4.774, 1.751], [6.907, 3.292, 1.286], [-5.289, -4.720, 1.716], [-2.803, -0.116, -6.569], [-0.050, -4.098, 3.610], [-2.103, 7.989, 2.222], [-4.530, 3.012, -0.403], [-1.407, -2.684, 4.255], [-4.683, 0.449, 4.225], [3.264, 3.028, 3.105], [5.849, 1.275, -1.607], [-0.304, 2.307, 0.342], [4.437, -4.014, -2.243], [3.031, -2.745, -4.959], [3.296, -1.688, 6.367], [-0.054, -5.513, 5.786], [-5.845, -4.249, 1.085], [2.360, 5.374, -1.545], [4.930, -6.372, -1.149], [-1.498, -6.468, -1.876], [-7.123, 0.618, -1.160], [-1.628, -7.766, -4.280], [-8.767, 1.032, 1.156], [-3.195, 1.061, -8.356], [2.515, -5.390, -1.521], [0.924, -0.124, -3.468], [-2.262, 2.841, -1.470], [4.612, 2.941, -4.289], [0.723, 6.498, -0.772], [-1.275, -5.981, -6.240], [-6.954, -0.296, -0.615], [2.153, -5.292, 0.341], [-6.235, -1.411, 3.300], [-1.136, -4.554, -5.158], [9.024, 3.004, 0.904], [3.488, 5.122, 3.407], [4.872, -6.423, -2.238], [-3.899, -0.862, 6.140], [3.129, -4.258, 2.944], [-2.855, 6.757, 1.074], [-1.895, -4.982, 3.753], [2.598, 1.931, -5.484], [3.284, 0.632, 0.446], [-4.113, -4.621, -0.582], [4.528, -0.996, 4.842], [-2.869, 4.708, -4.253], [4.108, -5.358, -3.886], [-0.466, -4.480, 5.755], [0.361, -0.514, -0.728], [-0.176, -0.349, 1.346], [-7.508, 3.322, -1.083], [-1.235, -4.871, -2.564], [-1.428, 5.261, -1.280], [-1.060, 0.044, 6.337], [-1.979, -2.873, -4.611], [-3.044, 6.354, 4.080], [-0.104, 2.797, -7.350], [-2.732, 5.520, 3.437], [-0.401, 4.957, 1.275], [-3.445, -2.186, -5.294], [-1.510, -5.854, 3.898], [-5.634, -3.152, -0.586], [-0.244, -2.998, 0.089], [5.243, -0.538, 5.297], [-8.332, 2.739, -1.474], [1.965, 4.578, 0.920], [5.046, 0.835, -3.457], [-4.626, -1.955, 1.500], [3.189, -4.893, 3.826], [-3.428, -4.093, -1.257], [5.698, 1.821, -0.832], [-1.685, -6.354, -4.079], [-0.418, -5.863, -0.048], [6.929, 3.442, 2.383], [1.956, 2.494, 4.693], [-2.386, 4.684, 4.055], [-3.490, -3.285, -3.864], [0.692, -3.444, -0.211], [-4.224, -0.804, -3.084], [5.241, 2.884, -3.399], [-4.852, -1.615, -2.711], [-4.724, -5.340, -1.133], [5.277, -0.524, 0.261], [3.990, 4.197, 3.763], [-1.573, 0.111, -0.547], [-0.818, 0.282, 1.954], [3.944, 4.221, 4.859], [0.990, -4.547, 0.780], [4.765, -0.745, 1.180], [7.820, 2.140, -0.182], [-4.077, -2.518, 0.741], [-4.944, -3.599, 0.101], [2.821, -1.056, 0.454], [1.999, 2.411, -6.692], [3.992, -5.339, -2.783], [2.114, -0.758, 4.830], [-1.483, 5.302, -2.365], [-8.348, 1.417, -0.699], [5.882, 5.093, 0.582], [-4.843, 0.021, -6.992], [-4.128, 2.714, 2.598], [-2.272, -2.568, 4.923], [5.708, 2.490, 1.009], [1.888, 2.873, 3.645], [-8.205, 2.557, -2.552], [2.617, -5.578, -2.483], [0.401, 3.250, -5.637], [2.876, -0.020, 1.986], [-1.942, 7.077, 1.637], [-2.874, -1.405, -3.402], [0.213, -6.356, 1.495], [2.307, 4.133, -7.946], [-0.008, -6.117, -2.733], [5.459, 0.017, 2.216], [3.507, 1.585, -2.124], [-4.207, 4.374, 0.716], [-1.701, -2.517, 3.198], [-1.827, 2.612, -3.230], [-9.254, 0.845, -0.903], [-2.208, 3.357, 1.469]]}